Version one
The following is a DFT calculation (ωB97M-V/def2-TZVPD) of 2 unconnected molecules or ions with the total composition C4H11NO2.

```
18
Properties=species:S:1:pos:R:3
C -0.65 -0.74 1.90
N 0.64 -0.28 1.43
C 0.25 0.15 -0.99
C 1.15 -0.49 0.12
C 1.29 -2.01 -0.20
O -1.31 -1.48 1.25
H -0.91 -0.28 2.85
H 0.97 0.56 1.92
H -0.75 -0.28 -0.92
H 0.71 -0.05 -1.95
H 0.25 1.23 -0.85
H 2.14 -0.05 0.16
H 2.10 -2.47 0.37
H 0.35 -2.52 -0.04
H 1.55 -2.09 -1.25
H -2.05 3.06 -1.40
H -3.23 3.84 -0.88
O -2.50 3.91 -1.52
```

Calculated values
<S²> = 0.77
Charge = +1
Highest occupied orbital energy (spin up / spin down) = -14.12 / -14.12 eV
Gap between HOMO and LUMO (spin up / spin down) = 10.00 / 4.82 eV
Spin multiplicity = 2

Listed below, in e, are the Löwdin charges computed for each atom: C -0.177; N 0.225; C 0.025; C -0.339; C 0.004; O 0.192; H 0.162; H 0.186; H 0.094; H 0.105; H 0.090; H 0.158; H 0.099; H 0.080; H 0.097; H 0.016; H 0.043; O -0.060

---

Version two
The following is a DFT calculation (ωB97M-V/def2-TZVPD) of 2 unconnected molecules or ions with the total composition C4H11NO2.

```
18
Properties=species:S:1:pos:R:3
C -1.56 -1.68 0.51
C -0.92 -1.74 1.84
O -1.15 -2.77 2.54
N -0.24 -0.75 2.38
H -2.24 -0.83 0.39
H -2.14 -2.55 0.31
H 0.42 -0.99 3.11
H 0.08 -0.01 1.77
H -0.85 -1.55 -0.30
C 1.20 0.89 -1.19
C 0.34 1.82 -2.06
O 2.21 1.67 -0.55
H 0.61 0.29 -0.51
H 1.74 0.22 -1.85
H -0.19 1.26 -2.82
H 1.99 1.84 0.37
H 1.03 2.50 -2.52
H -0.34 2.37 -1.41
```

Calculated values
<S²> = 0.75
Charge = +1
Highest occupied orbital energy (spin up / spin down) = -13.46 / -13.46 eV
Gap between HOMO and LUMO (spin up / spin down) = 8.55 / 4.10 eV
Spin multiplicity = 2

Listed below, in e, are the Löwdin charges computed for each atom: C 0.065; C -0.397; O 0.375; N 0.273; H 0.137; H 0.106; H 0.167; H 0.139; H 0.112; C -0.317; C -0.069; O -0.063; H 0.059; H 0.115; H 0.076; H 0.073; H 0.078; H 0.072

---

Which one is most stable, and which one is least stable? version one is the most stable of them, while version two is the least stable.

---

Version one
The following is a DFT calculation (ωB97M-V/def2-TZVPD) of a molecular structure, C17H20N5OOsSi.

```
45
Properties=species:S:1:pos:R:3
Os -0.16 -0.20 -0.97
N 3.04 -3.02 -1.11
C 2.15 -2.15 -1.48
N 1.28 -1.58 -0.63
C 1.38 -1.89 0.75
N 0.58 -1.28 1.59
N -0.24 -0.41 0.95
C -1.17 0.28 1.50
C -1.96 0.99 0.41
C -2.90 1.98 1.00
C -2.93 3.26 0.56
C -2.02 3.65 -0.45
C -1.03 2.77 -0.97
N -0.96 1.55 -0.55
C 2.34 -2.85 1.19
C 2.47 -3.23 2.53
C 3.42 -4.16 2.88
C 4.25 -4.73 1.91
C 4.15 -4.37 0.58
C 3.19 -3.43 0.23
H 3.66 -3.42 -1.81
H 2.10 -1.88 -2.53
H -1.41 0.21 2.56
H -3.53 1.65 1.81
H -3.62 3.98 0.97
H -2.06 4.66 -0.85
H -0.35 3.09 -1.74
H 1.83 -2.78 3.28
H 3.52 -4.46 3.92
H 4.99 -5.47 2.21
H 4.80 -4.81 -0.17
C -3.92 -1.72 1.28
Si -3.87 -1.07 -0.46
C -5.26 0.07 -0.92
C -3.44 -2.34 -1.75
O -2.37 -0.02 -0.51
H -4.75 -2.43 1.35
H -4.13 -0.97 2.05
H -3.02 -2.27 1.56
H -6.18 -0.52 -0.97
H -5.12 0.53 -1.90
H -5.47 0.86 -0.19
H -4.29 -3.01 -1.88
H -2.59 -2.96 -1.46
H -3.23 -1.89 -2.72
```

Calculated values
Charge = +3
Highest occupied orbital energy (spin up / spin down) = -17.92 / -17.92 eV
Gap between HOMO and LUMO (spin up / spin down) = 4.76 / 4.76 eV

Listed below, in e, are the Löwdin charges computed for each atom: Os 1.468; N 0.192; C -0.075; N -0.093; C -0.232; N 0.141; N -0.164; C 0.035; C -0.478; C 0.127; C 0.042; C 0.159; C -0.018; N -0.054; C -0.081; C 0.037; C 0.003; C 0.021; C 0.039; C -0.136; H 0.200; H 0.159; H 0.169; H 0.157; H 0.154; H 0.159; H 0.155; H 0.131; H 0.136; H 0.139; H 0.140; C -0.137; Si 0.559; C -0.130; C -0.142; O -0.259; H 0.066; H 0.043; H 0.046; H 0.067; H 0.054; H 0.040; H 0.066; H 0.041; H 0.050

---

Version two
The following is a DFT calculation (ωB97M-V/def2-TZVPD) of a molecular structure, C17H20N5OOsSi.

```
45
Properties=species:S:1:pos:R:3
Os 0.20 0.81 -0.16
N 4.18 -0.48 -0.24
C 2.96 -0.23 -0.60
N 2.04 0.29 0.26
C 2.40 0.43 1.64
N 1.45 0.66 2.48
N 0.25 0.70 1.82
C -0.87 0.63 2.46
C -2.06 0.55 1.64
C -3.32 0.35 2.13
C -4.37 0.14 1.23
C -4.10 0.11 -0.13
C -2.80 0.32 -0.57
N -1.80 0.56 0.29
C 3.77 0.25 2.02
C 4.23 0.51 3.31
C 5.57 0.31 3.60
C 6.45 -0.16 2.63
C 6.02 -0.42 1.34
C 4.68 -0.22 1.05
H 4.81 -0.89 -0.92
H 2.66 -0.44 -1.62
H -0.89 0.59 3.55
H -3.50 0.34 3.20
H -5.38 -0.02 1.59
H -4.88 -0.07 -0.85
H -2.55 0.31 -1.62
H 3.54 0.86 4.06
H 5.93 0.51 4.60
H 7.50 -0.31 2.88
H 6.70 -0.79 0.58
C 0.50 3.85 -3.81
Si 0.06 3.71 -2.01
C -1.63 4.34 -1.56
C 1.21 4.71 -0.94
O 0.18 2.01 -1.40
H 0.35 4.90 -4.08
H -0.13 3.24 -4.46
H 1.53 3.59 -4.01
H -1.67 5.37 -1.93
H -1.80 4.31 -0.48
H -2.42 3.77 -2.06
H 1.13 5.72 -1.33
H 2.23 4.36 -1.05
H 0.92 4.67 0.11
```

Calculated values
Charge = +3
Highest occupied orbital energy (spin up / spin down) = -18.15 / -18.15 eV
Gap between HOMO and LUMO (spin up / spin down) = 5.77 / 5.77 eV

Listed below, in e, are the Löwdin charges computed for each atom: Os 1.655; N 0.196; C -0.053; N -0.099; C -0.232; N 0.136; N -0.176; C 0.064; C -0.225; C 0.080; C 0.063; C 0.043; C -0.036; N -0.090; C -0.083; C 0.039; C 0.010; C 0.019; C 0.042; C -0.141; H 0.204; H 0.164; H 0.176; H 0.153; H 0.151; H 0.147; H 0.140; H 0.135; H 0.137; H 0.140; H 0.141; C -0.131; Si 0.488; C -0.145; C -0.148; O -0.435; H 0.068; H 0.051; H 0.050; H 0.067; H 0.043; H 0.041; H 0.067; H 0.043; H 0.044

---

Which one is most stable, and which one is least stable? version two is the most stable of them, while version one is the least stable.

---

Version one
The following is a DFT calculation (ωB97M-V/def2-TZVPD) of a single C7H8N2O molecule.

```
18
Properties=species:S:1:pos:R:3
C 1.16 -1.98 -0.20
C 0.74 -0.64 0.39
C 1.00 0.67 2.18
C 0.06 1.68 1.76
C -0.46 1.36 0.50
C -0.22 0.17 -0.22
C -0.85 -0.16 -1.45
H 1.93 -2.45 0.33
H 0.50 -2.55 -0.27
H 1.74 -2.16 -1.06
H 1.33 0.76 3.21
H -0.21 2.57 2.26
H -1.12 2.20 0.25
H -2.76 0.20 -2.27
H -2.59 0.50 -0.80
N 1.33 -0.41 1.64
N -2.01 0.50 -1.68
O -0.32 -0.79 -2.39
```

Calculated values
Charge = 0
SMILES = Cc1ncccc1C(N)=O
Highest occupied orbital energy = -9.58 eV
Gap between HOMO and LUMO = 9.92 eV

Listed below, in e, are the Löwdin charges computed for each atom: C 0.003; C -0.135; C -0.198; C -0.014; C -0.028; C -0.118; C -0.505; H 0.074; H -0.035; H 0.089; H 0.106; H 0.090; H 0.117; H 0.100; H 0.130; N 0.117; N 0.145; O 0.063

---

Version two
The following is a DFT calculation (ωB97M-V/def2-TZVPD) of a single C7H8N2O molecule.

```
18
Properties=species:S:1:pos:R:3
C -1.13 -0.10 -1.30
C 1.48 1.04 -0.27
C 1.13 -0.26 -0.46
C -0.52 1.37 1.12
C 0.55 2.12 0.17
C -0.28 -0.67 -0.41
C -0.61 -2.18 -0.15
N -1.82 0.48 -2.02
N -0.95 0.22 1.04
O 0.06 -2.73 0.93
H 2.50 1.36 -0.23
H 1.71 -1.15 -0.64
H -0.86 2.14 1.84
H 1.03 3.02 0.58
H -0.22 2.59 -0.66
H -0.25 -2.80 -1.12
H -1.73 -2.36 -0.12
H -0.09 -2.10 1.70
```

Calculated values
Charge = 0
SMILES = N#C[C@@]1(CO)C=CCC=N1
Highest occupied orbital energy = -9.68 eV
Gap between HOMO and LUMO = 10.17 eV

Listed below, in e, are the Löwdin charges computed for each atom: C -0.255; C -0.090; C -0.032; C -0.199; C -0.144; C -0.352; C -0.249; N 0.204; N 0.150; O -0.070; H 0.096; H 0.116; H 0.115; H 0.098; H 0.170; H 0.174; H 0.134; H 0.131

---

Which one is most stable, and which one is least stable? version one is the most stable of them, while version two is the least stable.